The following is a quantum chemistry calculation of the molecule C5H7N3 at a distorted geometry, from OMol25.

Results
Total energy = -9762.75198 eV
ΔE to the lowest compared entry with this formula, charge and spin = 153.0 kcal per mole
Multiplicity = 1
Frontier orbital gap = 0.35577 Ha
SMILES = [H]/N=C1/C=C[C@H]2CN2N1

Positions of all 15 atoms, in Å:
1 H 2.734 -1.437 0.483
2 N 2.558 -0.395 0.269
3 C 1.322 -0.128 -0.079
4 C 0.917 1.321 -0.282
5 C -0.347 1.625 -0.091
6 C -1.029 0.432 0.517
7 C -1.984 -0.677 0.036
8 N -0.796 -0.463 -0.580
9 N 0.465 -1.292 -0.201
10 H 1.728 1.930 -0.666
11 H -0.718 2.576 -0.022
12 H -0.767 0.034 1.492
13 H -2.991 -0.488 -0.577
14 H -1.937 -1.441 0.945
15 H 0.847 -1.596 -1.243

---

The following is a quantum chemistry calculation of a structure of composition C4H6N2O2 at a distorted geometry, from OMol25.

Results
Total energy = -11314.04383 eV
ΔE to the lowest compared entry with this formula, charge and spin = 161.4 kcal per mole
Multiplicity = 1
Frontier orbital gap = 0.32679 Ha

Positions of all 14 atoms, in Å:
1 C -0.318 0.157 -0.984
2 C -1.247 1.114 -0.147
3 C 0.499 -0.732 1.220
4 C 0.096 -1.223 -0.402
5 H 0.908 1.761 -0.801
6 H -0.605 -0.355 -1.907
7 H -1.930 2.104 -0.619
8 H 0.391 0.814 2.633
9 H 0.099 -1.550 2.036
10 H 1.538 -0.901 1.461
11 N -0.827 1.510 1.044
12 N 0.139 0.527 1.619
13 O 0.836 0.803 -1.542
14 O 0.443 -2.306 -0.903

---

The following is a quantum chemistry calculation of the molecule C4H9NS at a distorted geometry, from OMol25.

Results
Total energy = -16617.70355 eV
ΔE to the lowest compared entry with this formula, charge and spin = 40.4 kcal per mole
Multiplicity = 1
Frontier orbital gap = 0.36591 Ha
SMILES = C=NC(C)(C)S

Positions of all 15 atoms, in Å:
1 C -1.457 1.205 1.010
2 N -0.819 0.964 0.009
3 C 0.142 -0.076 -0.089
4 C 1.511 0.608 -0.221
5 C -0.331 -0.937 -1.178
6 S 0.177 -1.053 1.548
7 H -2.403 1.901 1.057
8 H -1.460 0.624 1.972
9 H 1.545 1.386 0.542
10 H 1.607 1.239 -1.048
11 H 2.399 -0.071 -0.124
12 H -1.322 -1.395 -0.807
13 H -0.527 -0.326 -2.110
14 H 0.315 -1.839 -1.511
15 H 0.621 -2.230 0.949

---

What did the second record say?
The following is a quantum chemistry calculation of a structure of composition C4H6N2O2 at a distorted geometry, from OMol25.

Results
Total energy = -11314.04383 eV
ΔE to the lowest compared entry with this formula, charge and spin = 161.4 kcal per mole
Multiplicity = 1
Frontier orbital gap = 0.32679 Ha

Positions of all 14 atoms, in Å:
1 C -0.318 0.157 -0.984
2 C -1.247 1.114 -0.147
3 C 0.499 -0.732 1.220
4 C 0.096 -1.223 -0.402
5 H 0.908 1.761 -0.801
6 H -0.605 -0.355 -1.907
7 H -1.930 2.104 -0.619
8 H 0.391 0.814 2.633
9 H 0.099 -1.550 2.036
10 H 1.538 -0.901 1.461
11 N -0.827 1.510 1.044
12 N 0.139 0.527 1.619
13 O 0.836 0.803 -1.542
14 O 0.443 -2.306 -0.903

---

Please write out number 2 again, unchanged.
The following is a quantum chemistry calculation of a structure of composition C4H6N2O2 at a distorted geometry, from OMol25.

Results
Total energy = -11314.04383 eV
ΔE to the lowest compared entry with this formula, charge and spin = 161.4 kcal per mole
Multiplicity = 1
Frontier orbital gap = 0.32679 Ha

Positions of all 14 atoms, in Å:
1 C -0.318 0.157 -0.984
2 C -1.247 1.114 -0.147
3 C 0.499 -0.732 1.220
4 C 0.096 -1.223 -0.402
5 H 0.908 1.761 -0.801
6 H -0.605 -0.355 -1.907
7 H -1.930 2.104 -0.619
8 H 0.391 0.814 2.633
9 H 0.099 -1.550 2.036
10 H 1.538 -0.901 1.461
11 N -0.827 1.510 1.044
12 N 0.139 0.527 1.619
13 O 0.836 0.803 -1.542
14 O 0.443 -2.306 -0.903

---

What is the formula in the first record?
C5H7N3